Density functional theory data (the ωB97M-V functional and the def2-TZVPD basis) for a cluster of 12 separate species, C41H53N11O6S in total at a distorted geometry.

The spin multiplicity is 1. The value obtained for the HOMO energy is -0.1178 Eh. The value obtained for the calculated total energy is -3045.26011 hartree. The HOMO-LUMO gap comes out at 7.34 eV. The charge is -2. The relative energy (zero: lowest compared OMol25 entry of this formula, charge and spin) is 4.183 eV.

Atoms and positions in Å:
S  0.038  -0.008  0.002
O  0.178  1.249  -0.549
O  0.591  -1.040  -0.795
O  0.777  -0.068  1.279
O  -1.377  -0.339  0.228
N  -4.063  -0.548  -1.226
C  -4.742  0.511  -1.930
C  -5.857  -0.156  -2.725
C  -5.971  -1.602  -2.304
C  -4.701  -1.727  -1.416
H  -3.258  -0.311  -0.661
H  -4.524  1.592  -2.014
H  -6.450  0.371  -3.632
H  -6.524  -2.246  -2.776
H  -4.182  -2.774  -1.320
N  -2.411  3.216  -0.410
C  -3.525  3.060  0.464
C  -4.465  4.312  0.292
C  -3.784  5.164  -0.681
C  -2.511  4.488  -1.078
H  -1.652  2.519  -0.501
H  -3.645  2.022  1.190
H  -5.291  4.564  0.886
H  -4.016  6.177  -0.937
H  -1.725  4.832  -1.752
N  0.400  1.824  -3.059
C  -0.574  2.572  -3.689
C  -0.221  2.509  -5.245
C  1.112  1.802  -5.232
C  1.484  1.529  -3.859
H  0.361  1.573  -1.845
H  -1.478  2.824  -3.038
H  -0.857  2.774  -5.977
H  1.701  1.652  -6.267
H  2.591  1.324  -3.418
N  3.045  -1.278  -2.304
C  4.219  -1.230  -1.539
C  5.326  -1.849  -2.304
C  4.821  -2.038  -3.714
C  3.352  -1.656  -3.721
H  2.274  -0.849  -1.839
H  4.249  -0.980  -0.593
H  6.338  -1.985  -1.954
H  5.023  -2.304  -4.658
H  2.442  -1.657  -4.362
N  0.427  -3.675  -0.701
C  1.398  -4.331  -0.231
C  0.879  -5.755  -0.151
C  -0.464  -5.767  -0.961
C  -0.736  -4.386  -1.165
H  0.288  -2.731  -0.660
H  2.299  -3.939  0.247
H  1.399  -6.719  0.102
H  -1.134  -6.540  -1.384
H  -1.559  -3.918  -1.677
N  0.560  -2.014  3.033
C  -0.070  -3.285  2.840
C  0.069  -4.169  4.049
C  0.852  -3.238  4.894
C  1.140  -1.917  4.239
H  0.595  -1.360  2.359
H  -0.329  -3.126  1.829
H  -0.172  -5.212  4.089
H  1.207  -3.727  5.719
H  1.693  -1.155  4.477
N  0.788  1.588  3.255
C  1.842  1.672  4.214
C  1.197  2.472  5.478
C  -0.198  2.647  5.105
C  -0.434  2.014  3.770
H  0.877  1.022  2.301
H  2.719  1.405  3.991
H  1.954  2.624  6.277
H  -0.939  3.140  5.797
H  -1.260  1.970  3.283
N  3.440  -0.214  2.000
C  3.896  -1.467  2.488
C  5.447  -1.215  2.666
C  5.813  0.234  2.391
C  4.392  0.797  1.862
H  2.576  -0.351  1.538
H  3.461  -2.350  2.560
H  6.042  -1.946  3.249
H  6.720  0.731  2.309
H  3.980  1.728  1.512
N  2.115  2.935  -0.374
C  2.014  4.254  -0.092
C  3.418  4.840  -0.337
C  4.254  3.667  -0.792
C  3.333  2.572  -0.911
H  1.248  2.194  -0.141
H  1.066  4.989  0.114
H  3.760  5.973  -0.371
H  5.217  3.487  -0.903
H  3.449  1.531  -1.340
N  -4.015  -0.475  2.111
C  -3.526  -0.505  3.458
C  -4.825  -0.490  4.331
C  -5.954  -0.392  3.357
C  -5.384  -0.485  1.950
H  -3.329  -0.371  1.310
H  -2.393  -0.379  3.596
H  -4.723  -0.556  5.351
H  -6.888  -0.439  3.522
H  -5.796  -0.255  0.999
C  -1.058  -1.217  -3.797
N  -0.682  -1.595  -5.128
O  0.418  -2.163  -5.310
O  -1.456  -1.321  -6.036
H  -0.101  -1.068  -3.224
H  -1.925  -1.738  -3.329
H  -1.407  -0.346  -4.028

Mulliken population analysis, charges in e, atoms 1 to 2: number 1, S, carries 0.1865; number 2, O, carries -0.5095